[1]
Computed, not measured: C6H9N in the gas phase, with ωB97M-V/def2-TZVPD.

Last column: Mulliken charge in e.
Element x y z (Å)
C (-1.686, 1.127, -0.195)  -1.22
C (-0.461, 0.487, 0.484)  0.65
C (-0.992, -0.640, 1.167)  -0.69
C (-0.271, -1.735, 0.830)  -0.58
N (0.816, -1.285, 0.117)  -0.05
C (0.760, 0.079, -0.065)  0.22
C (1.951, 0.743, -0.717)  -1.24
H (-2.425, 0.321, -0.374)  0.34
H (-1.414, 1.443, -1.197)  0.35
H (-2.231, 1.898, 0.358)  0.28
H (-1.930, -0.565, 1.699)  0.45
H (-0.571, -2.771, 0.839)  0.36
H (1.562, -1.870, -0.216)  0.19
H (1.729, 1.746, -1.088)  0.31
H (2.303, 0.138, -1.560)  0.35
H (2.834, 0.861, -0.062)  0.27

Results
charge = 0
SMILES string = Cc1cc[nH]c1C
LUMO level = 1.010 eV
Kohn-Sham gap = 8.71 eV
ΔE to the lowest compared entry with this formula, charge and spin = 39.4 kcal per mole
E_tot = -7856.4501 eV

=====

[2]
Computed, not measured: C6H9N in the gas phase, with ωB97M-V/def2-TZVPD.

Last column: Mulliken charge in e.
Element x y z (Å)
C (2.441, 1.071, 1.811)  -1.29
C (1.643, 0.151, 0.997)  0.91
C (0.941, -0.571, 0.333)  -0.30
C (0.002, -1.283, -0.542)  -1.03
C (-1.424, -0.778, -0.364)  0.12
C (-1.701, 0.670, -0.455)  -0.44
N (-2.071, -0.227, -1.552)  -0.62
H (2.615, 1.999, 1.261)  0.29
H (3.414, 0.652, 2.081)  0.30
H (1.917, 1.326, 2.738)  0.29
H (0.050, -2.367, -0.388)  0.33
H (0.272, -1.098, -1.586)  0.30
H (-2.042, -1.356, 0.319)  0.38
H (-0.866, 1.340, -0.664)  0.24
H (-2.484, 1.086, 0.180)  0.29
H (-3.069, -0.419, -1.537)  0.24

Results
charge = 0
SMILES string = CC#CC[C@H]1CN1
LUMO level = 1.056 eV
Kohn-Sham gap = 10.40 eV
ΔE to the lowest compared entry with this formula, charge and spin = 67.0 kcal per mole
E_tot = -7855.2555 eV

=====

[3]
Computed, not measured: C6H9N in the gas phase, with ωB97M-V/def2-TZVPD.

Last column: Mulliken charge in e.
Element x y z (Å)
C (-2.523, -0.482, -0.137)  -1.19
C (-1.141, 0.083, -0.023)  0.73
C (-0.720, 1.370, 0.166)  -0.80
N (0.683, 1.361, 0.195)  -0.04
C (1.124, 0.075, 0.010)  0.21
C (2.528, -0.440, 0.003)  -1.13
C (0.020, -0.719, -0.113)  -0.49
H (-3.318, 0.249, 0.036)  0.32
H (-2.653, -1.312, 0.567)  0.29
H (-2.663, -0.903, -1.139)  0.27
H (-1.335, 2.214, 0.452)  0.37
H (1.305, 2.157, 0.187)  0.21
H (2.820, -0.819, 0.990)  0.24
H (2.534, -1.297, -0.678)  0.30
H (3.298, 0.261, -0.333)  0.35
H (0.044, -1.796, -0.183)  0.37

Results
charge = 0
SMILES string = Cc1c[nH]c(C)c1
LUMO level = 1.072 eV
Kohn-Sham gap = 8.90 eV
ΔE to the lowest compared entry with this formula, charge and spin = 5.9 kcal per mole
E_tot = -7857.9050 eV

=====

[4]
Computed, not measured: C6H9N in the gas phase, with ωB97M-V/def2-TZVPD.

Last column: Mulliken charge in e.
Element x y z (Å)
C (0.743, 0.191, 1.786)  -1.43
C (-0.065, 0.081, 0.534)  1.01
C (-1.397, -0.576, 0.369)  -0.84
C (-0.214, -1.116, -0.388)  -0.44
C (0.215, -0.226, -1.570)  -0.19
N (-0.686, 0.911, -1.735)  -0.63
C (0.328, 0.942, -0.686)  -0.40
H (1.809, 0.224, 1.528)  0.32
H (0.575, -0.673, 2.435)  0.35
H (0.502, 1.106, 2.339)  0.32
H (-1.671, -1.204, 1.216)  0.28
H (-2.236, -0.095, -0.126)  0.26
H (0.170, -2.119, -0.244)  0.36
H (1.087, -0.408, -2.175)  0.39
H (-0.427, 1.492, -2.528)  0.26
H (1.266, 1.473, -0.756)  0.39

Results
charge = 0
SMILES string = C[C@]12C[C@H]1[C@H]1N[C@H]12
LUMO level = 1.080 eV
Kohn-Sham gap = 9.16 eV
ΔE to the lowest compared entry with this formula, charge and spin = 87.7 kcal per mole
E_tot = -7854.3557 eV

=====

[5]
Computed, not measured: C6H9N in the gas phase at a distorted geometry, with ωB97M-V/def2-TZVPD.

Last column: Mulliken charge in e.
Element x y z (Å)
C (-0.654, 2.221, 1.077)  -1.13
C (-0.664, 0.753, 0.690)  0.57
C (0.453, 0.280, -0.034)  -0.84
C (0.343, -0.990, -0.542)  1.00
C (1.420, -1.574, -1.432)  -1.24
C (-0.799, -1.753, -0.379)  -0.53
N (-1.600, -0.126, 0.928)  -0.55
H (0.252, 2.421, 1.663)  0.29
H (-0.584, 2.845, 0.178)  0.29
H (-1.514, 2.554, 1.664)  0.37
H (1.316, 0.896, -0.228)  0.34
H (1.375, -2.662, -1.541)  0.37
H (2.395, -1.303, -1.019)  0.33
H (1.329, -1.135, -2.431)  0.27
H (-0.619, -2.739, 0.094)  0.23
H (-2.449, 0.313, 1.314)  0.22

Results
charge = 0
LUMO level = 0.451 eV
Kohn-Sham gap = 8.23 eV
ΔE to the lowest compared entry with this formula, charge and spin = 87.6 kcal per mole
E_tot = -7854.3590 eV

=====

[6]
Computed, not measured: C6H9N in the gas phase at a distorted geometry, with ωB97M-V/def2-TZVPD.

Last column: Mulliken charge in e.
Element x y z (Å)
C (-0.481, 1.942, 0.246)  -1.18
C (-0.246, 0.479, 0.454)  0.73
C (-0.640, -0.191, 1.664)  -0.50
C (-0.150, -1.494, 1.533)  -0.42
N (0.433, -1.604, 0.313)  0.04
C (0.334, -0.420, -0.386)  0.04
C (0.766, -0.254, -1.797)  -1.31
H (-1.131, 2.357, 1.027)  0.34
H (-0.900, 2.189, -0.734)  0.31
H (0.485, 2.453, 0.342)  0.26
H (-1.675, 0.007, 1.343)  0.12
H (-0.126, -2.339, 2.215)  0.41
H (0.820, -2.449, -0.075)  0.21
H (-0.052, 0.150, -2.408)  0.30
H (1.078, -1.203, -2.241)  0.36
H (1.599, 0.451, -1.851)  0.29

Results
charge = 0
SMILES string = Cc1cc[nH]c1C
LUMO level = 0.912 eV
Kohn-Sham gap = 8.74 eV
ΔE to the lowest compared entry with this formula, charge and spin = 52.0 kcal per mole
E_tot = -7855.9034 eV

=====

[7]
Computed, not measured: C6H9N in the gas phase, with ωB97M-V/def2-TZVPD.

Last column: Mulliken charge in e.
Element x y z (Å)
C (1.460, 1.327, -0.023)  -0.26
C (0.467, 0.735, -0.931)  -0.29
N (1.754, 0.028, -0.648)  -0.51
C (0.987, -1.033, 0.072)  -0.44
C (-0.320, -0.270, -0.117)  0.51
C (-1.333, 0.024, 0.944)  -0.84
C (-1.722, -0.733, -0.301)  -0.57
H (1.173, 1.386, 1.027)  0.18
H (2.125, 2.113, -0.366)  0.26
H (0.219, 1.087, -1.931)  0.36
H (1.331, -1.221, 1.098)  0.29
H (1.038, -1.963, -0.505)  0.28
H (-1.679, 1.047, 1.076)  0.26
H (-1.238, -0.542, 1.869)  0.25
H (-1.952, -1.793, -0.225)  0.25
H (-2.311, -0.192, -1.038)  0.25

Results
charge = 0
SMILES string = C1[C@H]2N1CC21CC1
LUMO level = 1.095 eV
Kohn-Sham gap = 10.03 eV
ΔE to the lowest compared entry with this formula, charge and spin = 72.7 kcal per mole
E_tot = -7855.0077 eV

=====

[8]
Computed, not measured: C6H9N in the gas phase at a distorted geometry, with ωB97M-V/def2-TZVPD.

Last column: Mulliken charge in e.
Element x y z (Å)
C (1.475, 1.179, 0.139)  -1.66
C (0.450, 0.062, -0.001)  1.18
C (1.127, -1.217, -0.265)  0.09
N (1.593, -2.267, -0.406)  -0.54
C (-0.625, -0.271, 1.077)  -0.75
C (-1.540, -0.719, -0.098)  -0.60
C (-0.734, 0.245, -0.990)  -0.75
H (2.023, 1.282, -0.805)  0.36
H (2.198, 0.967, 0.933)  0.37
H (0.982, 2.132, 0.353)  0.41
H (-0.964, 0.655, 1.556)  0.31
H (-0.354, -0.990, 1.855)  0.30
H (-1.324, -1.748, -0.411)  0.25
H (-2.620, -0.600, -0.003)  0.39
H (-0.556, 0.027, -2.047)  0.31
H (-1.131, 1.262, -0.888)  0.33

Results
charge = 0
SMILES string = CC1(C#N)CCC1
LUMO level = 0.857 eV
Kohn-Sham gap = 11.93 eV
ΔE to the lowest compared entry with this formula, charge and spin = 24.6 kcal per mole
E_tot = -7857.0940 eV

=====

Highest occupied orbital energy
In order: -7.699; -9.345; -7.832; -8.085; -7.781; -7.829; -8.938; -11.074
Unit: eV